P:
The following is a DFT calculation (the ωB97M-V functional and the def2-TZVPD basis) of C6H8N2 in the gas phase.

```
16
C6H8N2 | the Open Molecules 2025 dataset | the ωB97M-V functional and the def2-TZVPD basis
C 0.417 0.329 -2.458
C 0.956 1.252 -1.601
N 0.580 0.901 -0.315
C -0.218 -0.250 -0.372
N -0.722 -0.906 0.740
C -1.103 -0.128 1.905
C 0.131 -0.974 1.916
C -0.375 -0.584 -1.688
H 0.590 0.314 -3.514
H 1.545 2.128 -1.775
H 0.912 1.324 0.566
H -1.957 -0.556 2.455
H -1.029 0.949 1.861
H 0.119 -1.920 2.464
H 1.104 -0.474 1.920
H -0.949 -1.405 -2.106
```

Results
**HOMO**: -7.98 eV
**SMILES**: c1c[nH]c(N2CC2)c1
**Kohn-Sham gap**: 0.32696 Eh

---

Q:
The following is a DFT calculation (the ωB97M-V functional and the def2-TZVPD basis) of C6H8N2 in the gas phase.

```
16
C6H8N2 | the Open Molecules 2025 dataset | the ωB97M-V functional and the def2-TZVPD basis
C -1.991 -1.757 0.249
N -1.111 -1.159 -0.392
C -0.681 0.182 -0.114
C -1.421 1.272 -0.381
C 0.702 0.248 0.259
C 1.464 1.371 0.280
N 1.261 -0.978 0.481
C 1.814 -1.728 -0.357
H -2.240 -2.763 0.042
H -2.449 -1.287 1.228
H -2.380 1.208 -0.857
H -1.126 2.246 -0.006
H 2.425 1.283 0.746
H 0.852 2.242 0.088
H 2.108 -2.728 -0.371
H 1.943 -1.361 -1.378
```

Results
**HOMO**: -8.15 eV
**SMILES**: C=NC(=C)C(=C)N=C
**Kohn-Sham gap**: 0.32824 Eh

---

Short version: Q is the least stable of them.

---

P:
The following is a DFT calculation (the ωB97M-V functional and the def2-TZVPD basis) of C6H8N2 in the gas phase.

```
16
C6H8N2 | the Open Molecules 2025 dataset | the ωB97M-V functional and the def2-TZVPD basis
C -1.485 1.602 0.188
C -1.244 0.305 -0.017
C -1.935 -0.981 -0.117
C 0.238 0.220 -0.221
N 1.086 1.168 -0.275
C 2.414 0.807 -0.105
C 2.371 -0.579 0.117
N 0.959 -1.023 -0.085
H -0.755 2.404 0.128
H -2.472 1.923 -0.002
H -1.686 -1.687 -0.805
H -1.798 -1.611 0.710
H -3.042 -0.839 -0.042
H 3.324 1.428 -0.055
H 3.266 -1.129 0.770
H 0.759 -2.007 -0.189
```

Results
**HOMO**: -8.18 eV
**SMILES**: C=C(C)c1ncc[nH]1
**Kohn-Sham gap**: 0.33099 Eh

---

Q:
The following is a DFT calculation (the ωB97M-V functional and the def2-TZVPD basis) of a molecular structure, C6H8N2.

```
16
C6H8N2 | the Open Molecules 2025 dataset | the ωB97M-V functional and the def2-TZVPD basis
C 1.584 1.071 -0.153
N 0.173 -0.250 1.490
C -0.067 -1.015 0.318
C 0.262 0.518 0.275
C 0.377 -2.070 -0.369
C -1.044 1.030 -0.264
C -1.913 -0.245 -0.138
N -2.973 -0.727 -0.066
H -0.650 -0.099 2.067
H 1.717 2.080 0.243
H 1.643 1.131 -1.240
H 2.387 0.440 0.223
H -0.090 -3.035 -0.241
H 1.068 -1.966 -1.193
H -0.991 1.327 -1.313
H -1.483 1.811 0.361
```

Results
**HOMO**: -8.68 eV
**Kohn-Sham gap**: 0.31416 Eh

---

Short version: Q is the least stable of them.

---

P:
The following is a DFT calculation (the ωB97M-V functional and the def2-TZVPD basis) of C6H8N2 in the gas phase.

```
16
C6H8N2 | the Open Molecules 2025 dataset | the ωB97M-V functional and the def2-TZVPD basis
C 1.608 0.959 -0.016
C 0.355 1.368 -0.144
C -1.001 0.688 -0.395
C -1.899 -0.075 0.573
C -1.208 -0.697 -0.486
N -0.222 -1.564 -0.131
C 1.009 -1.542 0.123
N 1.959 -0.392 -0.065
H 2.397 1.556 0.287
H 0.404 2.479 0.085
H -1.595 1.174 -1.040
H -2.952 0.259 0.695
H -1.347 0.163 1.624
H -1.854 -1.047 -1.243
H 1.558 -2.553 0.007
H 2.787 -0.778 0.125
```

Results
**HOMO**: -8.23 eV
**SMILES**: C1=C[C@@H]2C[C@@H]2N=CN1
**Kohn-Sham gap**: 0.33802 Eh

---

Q:
The following is a DFT calculation (the ωB97M-V functional and the def2-TZVPD basis) of C6H8N2 in the gas phase.

```
16
C6H8N2 | the Open Molecules 2025 dataset | the ωB97M-V functional and the def2-TZVPD basis
C -2.332 -0.060 0.029
C -1.571 1.089 -0.047
C -0.216 0.684 -0.117
C -0.257 -0.651 -0.033
N -1.489 -1.181 0.040
N 0.916 -1.320 0.083
C 1.937 -0.202 -0.077
C 1.177 1.132 0.145
H -3.411 -0.164 -0.062
H -2.040 2.102 -0.171
H -1.735 -2.076 0.383
H 1.137 -2.220 -0.361
H 2.290 -0.322 -1.079
H 2.793 -0.315 0.559
H 1.459 1.989 -0.475
H 1.343 1.516 1.183
```

Results
**HOMO**: -6.87 eV
**SMILES**: c1cc2c([nH]1)NCC2
**Kohn-Sham gap**: 0.29104 Eh

---

R:
The following is a DFT calculation (the ωB97M-V functional and the def2-TZVPD basis) of C6H8N2 in the gas phase.

```
16
C6H8N2 | the Open Molecules 2025 dataset | the ωB97M-V functional and the def2-TZVPD basis
C -1.018 -1.103 0.122
N -2.172 -0.562 0.011
N -1.968 0.871 -0.115
C -0.699 1.112 -0.032
C 0.139 -0.126 0.069
C 1.271 -0.355 -1.053
C 2.252 0.256 -0.061
C 1.299 -0.077 1.093
H -0.914 -2.217 0.175
H -0.426 2.158 -0.117
H 1.525 -1.379 -1.296
H 1.087 0.157 -1.989
H 3.327 -0.047 -0.028
H 2.316 1.363 -0.213
H 1.448 -1.099 1.474
H 1.144 0.655 1.903
```

Results
**HOMO**: -10.15 eV
**SMILES**: C1=NN=CC12CCC2
**Kohn-Sham gap**: 0.38720 Eh

---

S:
The following is a DFT calculation (the ωB97M-V functional and the def2-TZVPD basis) of C6H8N2 in the gas phase.

```
16
C6H8N2 | the Open Molecules 2025 dataset | the ωB97M-V functional and the def2-TZVPD basis
C 2.994 2.614 -1.453
C 2.126 1.922 -0.858
C 1.270 0.889 -0.427
N -0.094 1.289 -0.355
N -0.813 0.362 0.227
C -2.179 0.216 -0.219
C -0.035 -0.880 0.565
C 1.425 -0.366 0.402
H 3.573 3.490 -1.570
H -2.556 -0.708 -0.814
H -2.676 0.329 0.750
H -2.421 1.103 -0.704
H -0.120 -1.664 -0.117
H -0.139 -1.295 1.489
H 2.119 -1.039 -0.163
H 1.722 -0.135 1.336
```

Results
**HOMO**: -7.59 eV
**SMILES**: C#CC1=NN(C)CC1
**Kohn-Sham gap**: 0.30014 Eh

---

Short version: S is the least stable of them.

---

P:
The following is a DFT calculation (the ωB97M-V functional and the def2-TZVPD basis) of C5H8O2S in the gas phase.

```
16
C5H8O2S | the Open Molecules 2025 dataset | the ωB97M-V functional and the def2-TZVPD basis
C 0.608 0.848 -0.923
O 1.535 0.916 0.123
C 1.037 0.528 1.391
C 0.033 -0.644 1.222
O 0.346 -1.453 0.113
C 0.010 -0.594 -1.010
C -1.483 -0.408 -0.814
S -1.748 -0.117 0.925
H -0.206 1.584 -0.743
H 1.098 1.129 -1.841
H 1.890 0.155 2.003
H 0.455 1.344 1.883
H 0.033 -1.270 2.155
H 0.278 -1.111 -1.969
H -2.035 -1.331 -1.139
H -1.851 0.426 -1.376
```

Results
**HOMO**: -8.84 eV
**SMILES**: C1OC[C@@H]2O[C@H]1CS2
**Kohn-Sham gap**: 0.35505 Eh

---

Q:
The following is a DFT calculation (the ωB97M-V functional and the def2-TZVPD basis) of C5H8O2S in the gas phase.

```
16
C5H8O2S | the Open Molecules 2025 dataset | the ωB97M-V functional and the def2-TZVPD basis
C 2.051 -0.918 0.202
C 0.824 -0.872 0.762
C -0.401 -0.408 0.015
S -1.465 -1.753 -0.566
C -0.381 0.886 -0.778
O 0.757 1.661 -0.922
C -1.138 0.805 0.532
O -2.498 0.769 0.592
H 2.236 -0.633 -0.825
H 2.883 -1.286 0.840
H 0.626 -1.197 1.763
H -0.509 -2.343 -1.270
H -1.029 0.848 -1.634
H 1.344 1.505 -0.144
H -0.557 1.330 1.322
H -2.742 1.606 0.111
```

Results
**HOMO**: -8.73 eV
**SMILES**: C=CC1(S)[C@H](O)[C@H]1O
**Kohn-Sham gap**: 0.34690 Eh

---

R:
The following is a DFT calculation (the ωB97M-V functional and the def2-TZVPD basis) of C5H8O2S in the gas phase.

```
16
C5H8O2S | the Open Molecules 2025 dataset | the ωB97M-V functional and the def2-TZVPD basis
C 0.413 -1.084 1.341
C -0.029 0.145 1.740
C -0.855 0.765 0.530
O -1.638 -0.147 -0.304
C -0.787 -0.623 -1.434
C 0.693 -0.437 -1.009
O 1.183 -1.210 0.063
S 0.490 1.358 -0.501
H 1.108 -1.773 1.993
H -0.383 -1.860 1.179
H -0.520 0.040 2.738
H 0.789 0.682 2.098
H -1.518 1.440 0.752
H -1.064 -1.625 -1.783
H -0.821 0.023 -2.388
H 1.592 -0.402 -1.662
```

Results
**HOMO**: -8.74 eV
**SMILES**: C1C[C@@H]2OC[C@H](O1)S2
**Kohn-Sham gap**: 0.35033 Eh

---

S:
The following is a DFT calculation (the ωB97M-V functional and the def2-TZVPD basis) of a molecular structure, C5H8O2S.

```
16
C5H8O2S | the Open Molecules 2025 dataset | the ωB97M-V functional and the def2-TZVPD basis
C 0.703 0.667 0.002
C 0.863 -0.702 0.126
C -0.599 0.983 -0.546
C 1.797 -1.810 0.354
C -1.473 1.759 0.385
O -0.592 -1.359 -2.057
O -1.864 -1.492 0.159
S -0.775 -0.948 -0.672
H 1.340 1.421 0.367
H -0.496 1.542 -1.538
H 1.152 -2.502 0.951
H 2.578 -1.440 0.944
H 2.329 -2.064 -0.536
H -2.445 1.379 0.522
H -1.534 2.788 0.173
H -0.982 1.777 1.366
```

Results
**HOMO**: -10.02 eV
**Kohn-Sham gap**: 0.39615 Eh

---

Short version: R is the least stable of them.

---

P:
The following is a DFT calculation (the ωB97M-V functional and the def2-TZVPD basis) of 2 unconnected molecules or ions with the total composition C2BrN5.

```
8
C2BrN5 | the Open Molecules 2025 dataset | the ωB97M-V functional and the def2-TZVPD basis
C -0.842 -0.220 -1.309
C -0.523 -2.318 1.226
N -1.182 -1.194 -1.854
N -0.435 0.731 -0.529
N -1.394 -1.707 1.665
N 0.262 1.206 0.337
N 0.891 1.782 1.041
Br 0.815 -3.185 0.382
```

Results
**HOMO**: -10.61 eV
**Kohn-Sham gap**: 0.39402 Eh

---

Q:
The following is a DFT calculation (the ωB97M-V functional and the def2-TZVPD basis) of C2BrN5 in the gas phase.

```
8
C2BrN5 | the Open Molecules 2025 dataset | the ωB97M-V functional and the def2-TZVPD basis
C 0.165 1.361 -1.421
C 0.233 0.222 -0.711
N 0.104 2.361 -1.996
N 0.458 -0.843 -0.247
N 0.391 -1.724 0.645
N -0.286 -1.397 1.724
N -0.829 -0.267 1.779
Br -1.729 0.137 3.317
```

Results
**HOMO**: -9.62 eV
**Kohn-Sham gap**: 0.28696 Eh

---

Short version: Q is the least stable of them.